1.
{"formula": "C14H24Cl2Si2", "method": "the ωB97M-V functional and the def2-TZVPD basis", "e_homo_ha": -0.3276, "homo_lumo_gap_ev": 9.605, "total_charge": 0, "lumo_ev": 0.69, "symbols": ["H", "H", "H", "H", "C", "H", "C", "C", "H", "Si", "Cl", "Cl", "C", "H", "C", "H", "H", "C", "H", "H", "H", "C", "H", "H", "C", "H", "C", "H", "C", "H", "H", "H", "C", "H", "C", "H", "H", "Si", "H", "H", "C", "C"], "xyz": [[-3.866, 1.258, 0.649], [0.247, -1.458, 1.412], [-5.762, -0.702, -0.081], [-2.430, -2.444, -0.860], [-0.512, 1.317, -1.676], [0.122, -1.892, -0.557], [-2.035, -1.482, -0.490], [-5.125, -1.383, -0.688], [4.784, 0.902, -0.262], [-3.530, -0.459, -1.140], [2.342, -2.187, -0.491], [-3.431, -0.306, -3.199], [0.518, -0.365, 1.649], [0.976, 2.295, 1.636], [-0.229, 0.337, -0.720], [2.364, 0.680, 2.565], [3.183, 1.562, -0.259], [0.284, 0.610, 0.515], [-3.487, 2.078, -0.856], [-4.810, -2.241, -0.062], [-0.051, -0.106, 2.548], [4.665, -1.673, 1.550], [-0.525, -1.226, -2.124], [0.781, 3.911, -0.175], [-0.265, 2.657, -1.495], [5.405, -2.054, 0.787], [-0.623, -1.151, -1.039], [3.594, 0.328, -1.426], [3.731, 0.583, -0.365], [2.192, -1.050, 2.924], [-2.134, -1.446, 0.563], [-5.714, -1.783, -1.523], [2.013, -0.315, 2.180], [5.290, -1.191, 2.323], [-3.239, 1.196, -0.293], [4.281, -2.547, 2.089], [-0.773, 0.963, -2.637], [3.222, -0.854, 0.805], [-2.242, 1.378, 0.073], [-0.285, 3.389, -2.233], [0.467, 2.886, -0.313], [0.607, 1.984, 0.696]]}

2.
{"formula": "C5H17NO2", "method": "the ωB97M-V functional and the def2-TZVPD basis", "e_homo_ha": [-0.1330, -0.1330], "homo_lumo_gap_ev": [7.321, 6.371], "total_charge": -1, "lumo_ev": [3.70, 2.75], "multiplicity": 2, "s2": 0.754, "symbols": ["H", "H", "C", "C", "H", "H", "H", "H", "O", "C", "H", "N", "H", "H", "H", "C", "H", "H", "H", "H", "O", "H", "H", "C", "H"], "xyz": [[-3.337, 0.534, 1.117], [-2.288, -0.899, -0.139], [0.547, -0.586, 1.152], [1.744, 1.489, 1.996], [1.125, 1.408, -0.899], [2.453, 0.654, 2.003], [1.867, 2.007, 2.952], [-0.364, 0.773, 2.552], [-2.559, 0.459, 0.555], [1.168, -0.621, -0.259], [-0.467, 0.584, -0.939], [0.832, 0.127, -2.586], [0.224, -2.870, -3.151], [0.312, 0.712, -3.243], [1.208, -1.161, 1.813], [0.600, 0.499, -1.207], [0.327, -2.243, -3.504], [2.227, -0.361, -0.208], [-1.530, -1.162, -1.467], [0.911, -1.548, -0.772], [-2.079, -1.629, -0.861], [2.061, 2.210, 1.240], [-0.079, 1.406, 0.943], [0.369, 0.839, 1.739], [-0.457, -1.011, 1.116]]}

3.
{"formula": "C36H48FeO3SSe", "method": "the ωB97M-V functional and the def2-TZVPD basis", "e_homo_ha": [-0.0152, -0.0505], "homo_lumo_gap_ev": [4.669, 5.629], "total_charge": -2, "lumo_ev": [4.26, 4.26], "multiplicity": 5, "s2": 6.304, "symbols": ["H", "H", "C", "C", "H", "H", "H", "H", "H", "C", "H", "H", "H", "O", "H", "H", "C", "H", "H", "C", "S", "H", "H", "C", "H", "H", "C", "H", "C", "H", "C", "H", "C", "Fe", "H", "H", "O", "H", "H", "H", "C", "C", "H", "C", "H", "H", "H", "C", "H", "C", "H", "C", "C", "C", "C", "H", "H", "H", "C", "C", "C", "H", "C", "C", "H", "C", "C", "H", "C", "C", "C", "C", "H", "H", "C", "H", "Se", "H", "H", "O", "H", "H", "C", "H", "C", "C", "C", "C", "H", "H"], "xyz": [[4.165, -0.945, 4.826], [-2.988, 4.187, -2.231], [2.025, 5.201, -3.326], [1.249, -3.466, 2.297], [2.051, -3.611, 6.355], [0.901, 1.866, -6.155], [2.244, -5.815, -0.044], [1.802, -0.120, -4.957], [-4.770, 5.040, -0.707], [-2.814, -2.468, 1.894], [0.404, 3.394, -0.208], [-5.998, 3.418, 0.727], [-1.860, -0.552, -3.877], [-0.361, -0.570, -2.176], [-0.563, -4.808, 0.697], [1.913, 4.797, -4.331], [0.747, 4.997, -2.499], [-1.954, -2.466, 2.564], [-0.572, 5.323, -4.202], [-5.224, 3.073, 0.047], [-3.622, -0.513, -0.948], [2.116, -6.831, 2.165], [0.731, -1.207, -4.062], [-0.106, 1.461, -6.046], [3.082, -5.536, 2.876], [1.521, -5.967, 3.585], [-3.547, 3.503, -1.598], [2.263, 6.266, -3.412], [2.801, -2.830, 6.237], [3.202, -4.481, 0.618], [-4.920, 1.722, -0.006], [-3.425, -3.364, 2.039], [-0.031, -5.438, 1.402], [-1.144, -1.287, -0.574], [-3.385, -1.559, 2.069], [-1.341, 5.577, -2.638], [-2.438, -3.160, -0.430], [0.681, -0.125, 6.007], [-0.319, 0.852, -6.929], [-1.792, -0.660, -5.650], [1.667, -1.922, 4.149], [0.957, 5.653, -1.134], [-2.400, 0.805, -4.867], [1.106, -1.036, 6.425], [-0.614, -5.505, 2.325], [1.490, -0.805, 7.423], [1.733, -4.133, -0.308], [-0.012, 1.373, -3.503], [0.624, -1.112, -5.833], [0.541, -1.143, 2.135], [0.341, 3.235, -4.476], [-1.660, 0.004, -4.791], [2.221, -1.600, 5.534], [-4.539, 3.981, -0.750], [2.185, -4.818, 0.404], [0.967, 0.086, 3.803], [1.193, 6.713, -1.269], [2.869, 4.694, -2.858], [0.310, 2.852, -1.140], [0.794, -0.540, -4.916], [3.336, -0.552, 5.416], [3.713, -0.271, 6.404], [-3.248, 2.153, -1.654], [1.751, -3.180, 3.567], [-2.469, 1.807, -2.312], [-2.309, -2.401, 0.501], [2.063, -5.850, 2.645], [3.639, -3.252, 5.682], [1.054, -0.915, 3.398], [-3.930, 1.221, -0.860], [-0.241, 0.588, -4.797], [1.364, -4.869, 1.699], [-5.450, 1.020, 0.625], [0.056, -6.445, 0.983], [0.633, -2.434, 1.541], [2.977, 0.347, 4.919], [-0.299, 0.261, 1.114], [3.160, -2.547, 7.230], [1.776, 5.188, -0.587], [0.154, -2.670, 0.353], [-0.812, 2.293, -6.040], [0.296, -1.759, 6.522], [0.029, 1.512, -1.108], [0.063, 5.583, -0.516], [-0.112, 0.722, -2.244], [-0.415, 5.716, -3.198], [0.442, 3.507, -2.368], [0.270, 2.738, -3.518], [2.220, -3.977, 4.123], [-0.213, 6.788, -3.277]]}

4.
{"formula": "C4H9N2O2S", "method": "the ωB97M-V functional and the def2-TZVPD basis", "e_homo_ha": -0.5384, "homo_lumo_gap_ev": 10.212, "total_charge": 1, "lumo_ev": -4.44, "symbols": ["H", "H", "H", "O", "N", "H", "H", "O", "S", "H", "C", "C", "H", "H", "C", "N", "H", "C"], "xyz": [[1.128, 2.551, 0.314], [1.022, -1.593, -1.074], [1.263, 1.657, -1.269], [-2.371, -0.729, 0.690], [0.121, -0.600, 0.752], [2.665, -0.307, -0.658], [1.128, -0.453, 0.887], [-3.372, 0.405, -0.896], [2.693, 0.561, 0.377], [-0.321, -0.940, 1.611], [-0.170, 0.619, 0.193], [-1.347, 1.131, -0.065], [0.701, -2.508, 0.465], [-1.542, 2.194, -0.221], [0.333, -1.747, -0.220], [-2.513, 0.200, -0.070], [-0.726, -2.040, -0.631], [1.310, 1.596, -0.186]]}

no.,DFT total energy (a.u.)
1,-2047.343300
2,-405.831133
3,-5689.653048
4,-815.540429